Version P
92
Properties=species:S:1:pos:R:3 method="wB97M-V/def2-TZVPD" charge=-1 multiplicity=11 homo_lumo_gap_ev="3.36 / 3.33" s_squared=30.019
Mn -29.484 18.534 2.443
Mn -29.551 21.373 6.279
O -25.836 17.219 5.782
O -29.412 22.601 4.491
O -31.556 21.942 5.828
O -24.518 17.681 2.758
O -34.353 18.666 5.321
O -29.652 20.455 8.146
O -29.686 23.421 7.162
O -27.500 18.112 2.874
O -27.444 15.251 4.903
O -27.457 21.854 6.534
O -35.941 19.899 7.160
C -27.950 16.080 5.940
C -30.457 18.158 8.342
C -27.339 22.860 7.544
C -37.118 20.499 7.687
C -30.601 23.255 4.063
C -36.221 18.557 6.818
C -24.746 17.775 6.422
C -28.322 22.754 3.578
C -26.469 20.829 6.630
C -25.116 18.707 2.109
C -35.010 17.852 6.260
C -28.406 23.946 7.509
C -30.728 24.349 7.382
C -32.658 21.360 6.510
C -31.854 22.508 4.571
C -26.563 19.110 2.578
C -29.853 19.392 8.985
C -26.772 16.699 6.671
C -28.067 13.992 4.888
C -33.241 18.018 4.720
B -31.193 20.028 1.738
B -29.752 19.526 4.677
H -26.784 20.002 5.991
H -25.200 18.590 0.999
H -37.734 20.645 6.794
H -30.532 19.587 9.839
H -30.787 20.080 4.662
H -29.960 18.438 4.401
H -37.049 18.520 6.095
H -32.179 21.793 3.812
H -33.303 20.843 5.798
H -27.574 22.262 8.437
H -26.951 19.767 1.770
H -32.506 17.657 5.445
H -26.327 23.240 7.692
H -29.155 14.022 4.737
H -27.084 17.534 7.324
H -28.622 22.523 2.556
H -24.044 18.250 5.737
H -34.368 17.617 7.119
H -37.657 19.855 8.392
H -29.276 19.519 5.732
H -30.626 24.266 4.490
H -24.451 19.578 2.332
H -29.087 19.956 3.854
H -24.212 17.002 6.994
H -33.589 17.205 4.075
H -27.929 13.528 5.877
H -31.014 24.483 8.426
H -32.160 20.642 1.981
H -36.892 21.404 8.245
H -25.525 21.248 6.282
H -33.279 22.025 7.119
H -30.619 17.355 9.068
H -29.729 17.725 7.645
H -28.135 24.709 6.772
H -30.214 20.446 2.144
H -32.645 23.266 4.627
H -26.332 19.787 3.427
H -31.253 18.935 2.093
H -31.047 19.949 0.566
H -30.601 23.361 2.978
H -32.261 20.619 7.204
H -27.589 13.372 4.133
H -24.961 18.589 7.140
H -31.649 24.034 6.894
H -28.893 19.082 9.433
H -26.433 20.400 7.634
H -26.368 15.963 7.389
H -28.480 24.312 8.536
H -27.916 23.768 3.625
H -35.297 16.910 5.776
H -30.480 25.271 6.846
H -27.556 22.041 3.875
H -28.570 15.550 6.669
H -31.345 18.327 7.727
H -32.768 18.789 4.114
H -28.510 16.900 5.485
H -36.571 17.977 7.681


Version Q
92
Properties=species:S:1:pos:R:3 method="wB97M-V/def2-TZVPD" charge=-1 multiplicity=11 homo_lumo_gap_ev="1.54 / 1.53" s_squared=30.007
Mn -0.530 0.336 1.268
Mn 1.369 1.943 -1.203
O 3.312 1.243 -0.660
O -2.399 0.705 0.439
O -1.555 -1.542 1.595
O 2.300 3.782 -1.191
O 0.582 2.164 0.829
O 0.992 -0.473 2.551
O -1.381 0.741 3.174
O 1.992 1.670 -3.279
O 0.124 0.446 -5.279
O -1.994 -3.877 -2.164
O -3.223 -5.698 -0.250
C 0.791 3.336 1.617
C 1.220 -0.307 -4.773
C -0.135 4.525 1.259
C -2.671 1.237 3.595
C -2.728 -1.625 0.821
C -3.047 1.814 -0.118
C -2.041 -5.318 -2.283
C 0.777 -0.015 3.905
C 2.412 -0.537 2.286
C 3.665 3.695 -0.887
C 4.025 2.393 -0.191
C -1.415 -2.767 2.241
C -2.015 -5.960 -0.897
C 2.397 0.514 -4.059
C -0.685 0.051 4.245
C -2.813 -0.510 -0.198
C -3.189 -6.177 1.072
C 1.846 5.114 -1.375
C -0.695 -3.343 -1.999
C 4.165 0.056 -0.640
B 0.477 -0.370 -0.604
B -0.607 2.852 -2.549
H -1.235 -5.597 -0.228
H -4.120 1.661 -0.001
H 5.107 2.267 -0.230
H 0.666 -0.874 -1.540
H -2.592 1.705 4.576
H 4.023 4.517 -0.266
H 0.796 5.140 -1.668
H -1.369 3.575 -2.798
H -3.813 -0.527 -0.630
H 1.780 3.791 1.683
H -1.160 -0.924 4.356
H -2.965 -7.233 1.222
H 0.250 -1.119 0.139
H -1.167 4.466 1.604
H 4.229 3.635 -1.819
H -0.792 1.998 -3.182
H 5.118 0.106 -1.167
H -0.765 0.603 5.182
H 3.121 -0.161 -3.603
H -2.751 1.950 -1.158
H -0.797 -2.259 -2.065
H -0.309 -3.485 -0.989
H -2.841 -2.535 0.231
H -2.813 2.678 0.503
H -0.645 -2.635 3.001
H -2.119 -0.780 -0.994
H -0.163 4.702 0.184
H 0.368 3.231 -2.815
H 1.295 -0.637 4.637
H 2.503 5.471 -2.167
H -1.037 -3.470 1.499
H 1.661 -0.994 -5.495
H -0.352 0.313 -0.709
H -3.592 -1.498 1.473
H 3.477 -0.713 -0.991
H -0.567 2.470 -1.541
H 0.838 -0.954 -3.984
H 2.736 0.454 1.969
H 2.983 -0.943 3.121
H -4.211 -6.196 1.451
H -2.265 -3.214 2.756
H -1.904 -7.036 -1.028
H -1.222 -5.676 -2.907
H 2.010 5.778 -0.527
H 1.372 0.124 -0.261
H 1.232 0.960 4.081
H -2.504 -5.722 1.788
H 2.937 0.940 -4.905
H 3.729 2.521 0.850
H 0.280 5.461 1.634
H -3.257 0.321 3.659
H -2.991 -5.535 -2.771
H -2.979 1.902 2.788
H 2.508 -1.223 1.444
H 4.316 -0.234 0.400
H 0.638 3.052 2.658
H 0.007 -3.715 -2.745


It turns out version P is the most stable, with the second structure 3.832 eV higher.


Version P
22
Properties=species:S:1:pos:R:3 method="wB97M-V/def2-TZVPD" charge=+1 multiplicity=1 smiles="C=C=NCCCC#[N+]NC" homo_lumo_gap_ev=8.78
N -1.712 0.286 -0.026
N 2.107 -0.352 0.870
N 2.805 -1.381 0.501
C 3.007 -1.313 -0.958
C -0.006 1.836 -0.584
C -3.107 -1.660 -0.527
C 0.277 1.420 0.876
C -1.463 1.524 -0.818
C 1.433 0.606 0.854
C -2.457 -0.601 -0.375
H -2.715 -2.424 -1.162
H -0.570 0.852 1.173
H 3.297 -2.298 -1.424
H -3.982 -1.871 0.149
H 3.623 -1.545 1.113
H 0.254 2.878 -0.902
H -2.135 2.253 -0.322
H 2.062 -1.116 -1.321
H 0.439 1.206 -1.386
H 3.862 -0.583 -1.199
H 0.401 2.407 1.347
H -1.810 1.315 -1.904


Version Q
22
Properties=species:S:1:pos:R:3 method="wB97M-V/def2-TZVPD" charge=+1 multiplicity=1 smiles="CC(C)n1ncccc1=[NH2+]" homo_lumo_gap_ev=8.97
N 0.206 0.205 0.198
N 1.085 0.868 0.883
N -0.457 -1.948 -1.044
C -1.520 1.520 1.144
C 1.703 -1.796 0.059
C 0.475 -1.254 -0.347
C 2.604 -0.980 0.692
C -1.260 1.209 -1.478
C -1.118 0.647 -0.015
C 2.236 0.279 1.129
H -0.674 2.080 1.518
H -2.397 2.173 0.787
H -1.113 0.410 -2.249
H -1.771 -0.268 -0.035
H -2.308 1.521 -1.570
H 3.018 0.908 1.408
H 3.596 -1.229 1.079
H 1.893 -2.846 -0.206
H -0.386 -2.902 -1.177
H -1.426 -1.470 -1.115
H -0.515 2.072 -1.585
H -1.870 0.800 1.923


Version R
22
Properties=species:S:1:pos:R:3 method="wB97M-V/def2-TZVPD" charge=+1 multiplicity=1 homo_lumo_gap_ev=8.02
N -0.267 -0.380 0.036
N -1.777 -0.036 1.544
N 1.225 2.924 0.959
C 0.886 -0.166 -0.871
C -1.016 -2.418 -1.155
C 1.231 2.191 -0.033
C 1.852 0.798 -0.221
C -0.586 0.401 1.076
C -1.280 -1.378 -0.121
C -2.184 -1.166 0.868
H 0.733 3.815 0.909
H -0.978 -2.213 -2.251
H 0.994 2.694 -0.968
H 0.462 0.014 -1.963
H -3.110 -1.439 1.192
H 1.434 -1.144 -1.002
H -1.770 -3.283 -1.044
H 2.685 0.826 -0.910
H 1.408 2.424 1.898
H -2.125 0.079 2.436
H -0.046 -2.793 -1.067
H 2.229 0.249 0.690


It turns out version Q is the most stable, with the second structure 0.507 eV higher.


Version P
24
Properties=species:S:1:pos:R:3 method="wB97M-V/def2-TZVPD" charge=0 multiplicity=1 smiles="C=CC.O.O.O.O.O" homo_lumo_gap_ev=10.34
O 1.317 1.921 1.682
O -2.556 -0.023 1.154
O 0.580 -2.869 -0.757
O -1.018 -2.223 2.373
O 2.585 -0.562 1.046
C -1.086 1.801 -1.331
C 0.805 0.577 -2.272
C 0.059 0.823 -1.236
H 2.477 -0.411 0.094
H -0.453 -2.911 2.015
H 0.941 1.026 -3.257
H 0.228 0.636 -0.196
H -1.064 -1.524 1.720
H 2.194 0.256 1.430
H -2.694 -0.925 0.839
H 1.469 -3.168 -0.580
H 0.361 -2.606 -1.653
H -2.054 1.343 -1.034
H -1.025 2.496 -0.459
H 1.728 0.025 -2.165
H 1.326 1.576 2.584
H -3.371 0.389 0.850
H -1.149 2.216 -2.329
H 0.402 2.139 1.480


Version Q
24
Properties=species:S:1:pos:R:3 method="wB97M-V/def2-TZVPD" charge=0 multiplicity=1 homo_lumo_gap_ev=8.03
O -10.209 20.465 -1.878
O -11.744 20.184 -3.060
O -13.193 21.306 0.510
O -8.996 19.015 -4.325
O -12.676 20.937 -4.709
C -12.600 19.325 -2.312
C -12.775 19.899 -5.790
C -9.881 19.800 -5.076
H -11.073 20.452 -2.428
H -12.171 20.495 -4.022
H -12.936 20.683 1.190
H -12.923 18.903 -5.372
H -12.275 18.285 -2.312
H -8.772 19.555 -3.564
H -10.075 21.413 -1.904
H -12.628 21.094 -0.234
H -12.640 19.528 -1.242
H -9.328 20.488 -5.714
H -10.515 19.120 -5.645
H -11.862 19.969 -6.381
H -10.525 20.312 -4.360
H -13.622 20.254 -6.377
H -13.631 19.383 -2.661
H -9.325 20.098 -1.896


Version R
24
Properties=species:S:1:pos:R:3 method="wB97M-V/def2-TZVPD" charge=0 multiplicity=1 smiles=CCCO.O.O.O.O homo_lumo_gap_ev=11.02
O 2.484 1.641 -0.180
O 1.564 -0.674 -2.369
O -2.839 -2.006 -0.626
O -0.443 2.134 -0.019
O -0.410 -2.657 -1.864
C -0.204 -0.265 2.839
C -0.658 1.740 1.347
C 0.176 0.484 1.569
H -1.207 2.570 -0.387
H -0.748 -1.198 2.675
H -0.024 -1.822 -2.175
H -1.701 1.763 1.650
H 2.521 -0.726 -2.243
H -0.157 2.498 1.965
H 1.363 -0.081 -1.642
H -3.256 -1.141 -0.576
H -1.982 -1.868 -1.072
H 3.003 1.688 0.621
H 0.299 -3.122 -1.414
H 1.230 0.766 1.622
H 1.653 2.123 -0.146
H 0.374 0.050 0.581
H 0.662 -0.575 3.424
H -0.842 0.369 3.454


It turns out version R is the most stable, with the second structure 0.820 eV higher.


Version P
9
Properties=species:S:1:pos:R:3 method="wB97M-V/def2-TZVPD" charge=0 multiplicity=1 homo_lumo_gap_ev=9.39
O 1.343 0.640 -0.141
O -1.479 1.852 0.340
N 0.145 -0.122 -0.327
N 0.203 -1.392 0.195
C -1.621 0.766 -0.025
H -0.850 -0.024 -1.078
H 1.010 1.547 -0.006
H 1.007 -1.901 -0.168
H 0.242 -1.367 1.210


Version Q
9
Properties=species:S:1:pos:R:3 method="wB97M-V/def2-TZVPD" charge=0 multiplicity=1 homo_lumo_gap_ev="9.62 / 9.62"
O -1.785 0.937 0.501
O -1.980 -1.205 0.481
N 1.518 0.122 0.770
N -1.393 -0.168 0.225
C -0.140 -0.249 -0.536
H 0.158 0.708 -1.186
H 2.287 -0.046 0.117
H 0.086 -1.210 -0.975
H 1.248 1.111 0.603


Version R
9
Properties=species:S:1:pos:R:3 method="wB97M-V/def2-TZVPD" charge=0 multiplicity=1 smiles="NONC=O" homo_lumo_gap_ev=11.08
O -0.809 -0.629 -0.495
O 1.555 0.139 -1.820
N -0.339 0.714 -0.703
N -0.143 -1.082 0.661
C 0.927 0.977 -1.265
H 1.275 2.032 -1.301
H 0.531 -1.845 0.485
H -0.884 1.338 -0.115
H -0.961 -1.244 1.145


Version S
9
Properties=species:S:1:pos:R:3 method="wB97M-V/def2-TZVPD" charge=0 multiplicity=1 smiles="[H]/N=[N+](/[O-])OC" homo_lumo_gap_ev=9.78
O -0.718 -1.653 0.917
O 0.429 0.377 -0.149
N 1.123 -0.415 1.813
N 0.341 -0.379 0.902
C -0.539 0.514 -1.164
H -0.096 0.711 -2.133
H -1.350 1.169 -0.984
H 1.924 0.229 1.922
H -1.113 -0.554 -1.123


It turns out version R is the most stable, with the second structure 1.621 eV higher.


Version P
54
Properties=species:S:1:pos:R:3 method="wB97M-V/def2-TZVPD" charge=0 multiplicity=1 smiles="O=C(CSc1ncc(-c2ccccc2)n1C[C@@H]1CCCO1)N1CCCCC1" homo_lumo_gap_ev=8.41
S -1.631 -1.603 1.331
O 0.068 1.650 -1.518
O -1.539 -2.651 4.781
N 0.214 -1.425 4.087
N 0.706 -2.364 0.159
N -0.580 -1.097 -1.130
C -1.388 3.342 -2.185
C 1.122 -0.885 3.100
C 0.823 -0.903 -3.202
C 2.031 -0.273 -3.496
C 0.801 0.591 2.858
C -0.188 2.498 -2.616
C -1.172 1.270 -0.953
C -2.206 2.341 -1.362
C 0.325 -0.761 5.371
C 2.289 0.182 -4.775
C -0.424 -1.705 0.072
C -0.108 -1.088 -4.222
C 1.348 0.014 -5.778
C 0.154 -0.628 -5.500
C 0.569 -1.371 -1.847
C 1.336 -2.156 -1.027
C -0.795 -2.294 3.885
C 0.907 1.362 4.172
C -0.978 -2.860 2.485
C -1.591 -0.131 -1.448
C -0.004 0.724 5.218
H 0.112 1.223 6.182
H 1.349 -0.884 5.743
H 2.288 -2.606 -1.223
H -0.058 -3.233 2.039
H -1.725 -3.652 2.546
H 1.549 0.376 -6.776
H 3.225 0.675 -4.991
H -0.368 -1.246 6.059
H -1.051 4.167 -1.558
H -1.729 -0.102 -2.530
H 2.139 -0.971 3.501
H 1.488 0.997 2.113
H -1.028 -1.621 -4.023
H 0.630 2.406 4.019
H -1.046 0.822 4.906
H -2.666 2.804 -0.492
H 1.941 1.336 4.525
H 1.083 -1.449 2.170
H -0.576 -0.777 -6.283
H -0.424 1.909 -3.515
H -2.525 -0.425 -0.960
H 0.717 3.076 -2.802
H -1.939 3.744 -3.032
H -1.021 1.223 0.131
H -2.992 1.891 -1.967
H -0.215 0.674 2.468
H 2.753 -0.133 -2.707


Version Q
54
Properties=species:S:1:pos:R:3 method="wB97M-V/def2-TZVPD" charge=0 multiplicity=1 smiles="CCN1/C(=N/CCc2cccs2)N[C@@H](c2ccccc2)[C@H](C(=O)OC)[C@H]1C" homo_lumo_gap_ev=8.75
S -0.925 -3.425 2.111
O -1.740 3.248 -1.997
O 0.225 3.161 -3.081
N 1.994 0.142 1.884
N 0.457 0.057 0.086
N 2.217 1.551 0.077
C -0.444 2.942 -2.105
C 0.056 -5.214 3.652
C 4.484 0.641 0.179
C 1.470 2.669 -0.482
C -3.842 -0.472 -2.505
C -2.375 3.796 -3.145
C -3.652 -0.150 -1.172
C 1.371 -0.966 2.549
C -2.399 0.221 -0.719
C -2.771 -0.425 -3.381
C -1.120 -4.811 3.115
C 3.582 1.829 0.489
C 0.038 0.717 -1.121
C 0.044 2.246 -0.858
C 1.400 3.861 0.482
C -1.517 -0.061 -2.926
C 1.143 -4.399 3.258
C 1.542 0.571 0.771
C -1.318 0.264 -1.590
C 0.786 -3.390 2.421
C 1.624 -2.313 1.836
H 3.627 2.050 1.561
H 1.986 2.976 -1.403
H 2.679 -2.573 1.931
H -2.913 -0.673 -4.423
H -4.483 -0.181 -0.484
H 0.971 3.546 1.432
H 1.798 -1.009 3.555
H -0.262 -0.387 0.637
H -0.658 2.453 -0.045
H 4.172 -0.215 0.769
H 2.156 -4.562 3.581
H 0.152 -6.061 4.308
H -4.821 -0.757 -2.859
H 1.394 -2.189 0.775
H 0.779 4.644 0.054
H -2.271 0.487 0.321
H 4.422 0.386 -0.876
H -0.684 -0.020 -3.613
H 0.281 -0.827 2.655
H 5.514 0.884 0.424
H -2.744 2.986 -3.778
H -3.205 4.400 -2.787
H -2.097 -5.234 3.239
H 3.925 2.699 -0.075
H 0.789 0.518 -1.899
H -1.668 4.405 -3.711
H 2.388 4.271 0.672


It turns out version P is the most stable, with the second structure 0.423 eV higher.